139
Properties=species:S:1:pos:R:3 method="wB97M-V/def2-TZVPD" spin_multiplicity=3 e_above_lowest_kcal_mol=0.0 charge=-1 e_homo_ev="-6.5 / -6.2" gap_ev="8.1795 / 5.5540"
Ag -0.6701 1.0254 1.2640
Ag 3.4204 1.1232 -0.1717
P 1.5091 2.6600 1.9245
O 0.2461 -1.4563 0.2134
O -3.6058 -3.8883 -1.1145
O -1.7284 2.2167 -2.3199
O -0.2107 6.1993 -0.2177
O -1.3310 0.1374 -4.2614
O 2.9071 2.4929 1.3457
O -2.1593 -2.0742 -2.8250
O -5.6517 -1.6137 0.1427
O -0.6953 -6.9759 -0.8768
O 0.1618 -2.7230 4.3626
O 2.5663 -0.8149 3.5015
O 1.5076 3.7005 3.0160
O -1.8952 -3.3649 1.6441
O 4.4525 0.4349 -2.0898
O 1.6597 0.3735 -1.8948
O 0.5324 -4.6164 -2.3406
O 0.4595 2.8715 0.7422
O 1.3841 3.0852 -2.4328
O -2.4208 -1.1776 -0.4163
O 3.2758 -0.9330 -4.1555
O 7.0629 -3.4115 -1.3493
O -2.6650 1.6075 0.2268
O 3.2732 -1.5501 0.7265
O 1.9763 6.3780 2.3639
O 1.0631 1.2428 2.4654
O 2.6214 4.5433 -0.5371
O 3.6603 5.0157 4.3041
O -1.3965 0.7287 4.8809
O -1.9505 -0.6374 2.5646
O 1.0545 2.1083 5.3429
O 6.8660 -3.8953 -3.9659
O -6.8586 1.1266 -0.7193
O 3.2937 -4.8956 -1.7831
O -4.7725 0.0565 -2.6593
O -3.4391 -6.8198 -0.1422
O -2.0322 4.1057 0.9514
C -3.0114 0.1877 3.1416
C -2.4042 1.2814 4.0511
C 4.8164 -0.7448 -2.3417
C 2.8626 7.0404 3.2254
C -2.4370 -7.2000 0.7756
C -1.1650 3.4550 -2.6324
C 4.0611 -1.8353 1.8575
C 1.4537 -3.6226 -2.5735
C 0.2481 3.4176 -3.2640
C 6.0804 -3.1324 -3.4571
C -2.4362 -3.4203 -3.2251
C -1.1045 6.3559 0.8704
C 2.6124 -3.6773 -1.5645
C 4.2133 -1.4029 -3.5944
C 6.3268 -2.6702 -1.9751
C 4.9899 -2.4293 -4.1471
C -2.3373 5.4669 0.8166
C 3.9081 -0.8464 3.0305
C -3.6264 -4.0683 -2.5352
C -1.0791 -6.5737 0.4065
C -5.4844 1.3042 -2.6956
C 4.1082 6.1777 3.5523
C 5.7568 -1.4189 -1.5588
C -5.8275 1.8857 -1.3709
H -6.1831 2.9323 -1.5060
H 4.4259 5.8845 2.5434
H 0.4304 4.4196 -3.7148
H -2.1021 -0.3584 -4.0319
H 2.1431 -3.6130 -0.5196
H -2.9718 5.6203 -0.0022
H -3.4943 -7.3734 -0.9315
H -0.3589 -6.2363 -1.3628
H -2.6441 2.5606 0.4311
H 1.3945 1.3098 -1.9371
H 0.3271 -2.9048 5.2654
H -2.5604 1.5294 -0.7251
H 0.9652 -1.0423 -0.2997
H -3.3805 -4.7061 -0.6644
H 2.6921 4.0051 0.2838
H -1.5341 -3.6835 2.4703
H 4.0081 -2.9175 2.1346
H 0.9597 -2.3001 4.0019
H -4.9101 1.9679 -0.7940
H 3.2187 5.2833 -0.4236
H -0.5816 -1.1382 -0.2230
H 3.3615 -2.8799 -1.5876
H -2.4479 -8.3019 0.7960
H -0.5169 -0.3636 -3.9575
H 5.0265 -1.6847 1.4264
H 0.8802 -5.4048 -2.7299
H 4.5151 -1.2572 3.8502
H 1.6574 5.5593 2.7997
H -1.2602 1.5393 -2.7861
H -3.6271 0.5727 2.2968
H -0.6554 1.4015 5.1009
H 3.1508 7.8562 2.5835
H 0.9235 -2.7188 -2.4855
H -4.7964 -0.4007 -1.8091
H -1.0545 -5.4680 0.4907
H 2.4077 7.4566 4.1177
H -2.6953 -3.4715 -4.3299
H 1.0923 2.6937 4.5780
H -0.5819 6.3443 1.8627
H 1.7901 3.8103 -1.9703
H -3.7433 -0.3760 3.7126
H -2.7902 -6.7925 1.7366
H -4.8202 2.0101 -3.2578
H 2.3247 0.2717 -2.6412
H -1.0524 4.1045 -1.7800
H -6.3574 0.2847 -0.4543
H -1.5533 -4.0362 -3.0295
H 2.1616 -0.1234 2.9721
H -3.2944 1.7292 4.4719
H 0.2220 2.6898 -4.0772
H -2.9039 5.8177 1.6831
H -4.5494 -3.6382 -2.8586
H 6.0491 -0.9876 -0.6154
H -5.1019 -2.3061 -0.2463
H 4.2602 0.1249 2.7279
H -1.0360 3.9532 0.9574
H -2.6510 -1.1963 0.5142
H 3.2866 4.4912 3.5472
H 2.2881 -1.5850 0.7929
H -3.6807 -5.1008 -2.7874
H -6.3199 1.1746 -3.3741
H 4.7678 -2.6878 -5.1559
H -5.3936 -1.6204 1.0725
H 0.4839 5.6190 0.0902
H -1.0434 -3.0821 1.2650
H 1.9558 -3.6616 -3.5426
H -1.5676 7.3477 0.8464
H -1.2981 -0.7652 3.2897
H 4.8243 6.7444 4.1512
H -1.9186 1.9901 3.3827
H -2.7263 -2.1022 -0.6361
H 4.2266 -4.7693 -2.0480
H 1.3912 1.2718 5.1148
H -1.7750 3.9605 -3.3829
H -1.3479 -2.1931 -2.2880
H -0.3265 -6.9993 1.1030

166
Properties=species:S:1:pos:R:3 method="wB97M-V/def2-TZVPD" charge=-1 e_homo_ev=-4.4 gap_ev=5.2942
Sb -2.7156 0.9236 0.3320
F 1.0627 -4.6011 -0.2645
F 1.6486 -2.6336 -0.9468
F 0.3359 -2.8419 0.7531
O -8.3946 -4.8934 2.3971
O 3.0373 9.2558 -0.2525
O -4.3480 -3.1404 0.4683
O -0.4611 2.2942 8.1237
O -0.5403 2.0837 4.8790
O 1.2780 -0.1604 7.5676
O 8.2407 -2.3767 1.2603
O 1.9681 -7.0461 -5.4683
O 6.1334 -3.6782 3.6360
O 3.1174 -0.6552 -3.3238
O -7.2752 -8.9719 -2.9630
O -3.9487 6.9112 2.7697
O 6.8789 4.1490 0.1748
O 8.0216 4.5630 -7.3024
O -4.9433 -0.2153 -3.9929
O -5.8018 -5.5528 1.0301
O -4.9268 -4.1651 -2.1765
O 5.9459 3.8304 -5.0433
O -7.0018 -5.9772 -3.0945
O -1.0810 -5.0535 -6.5274
O -0.7374 -2.1771 -2.1349
O 3.1443 6.7883 -1.8065
O 3.6342 5.9002 1.1721
O 2.1232 -4.1002 -4.6604
O -7.9313 -2.4024 3.7875
O 3.8108 1.9821 -3.5931
O 0.1941 -2.3079 -6.2110
O -3.6733 1.4358 -1.6499
O -7.3032 -7.6208 2.4848
O 0.3859 0.0358 -4.4072
N -2.2805 2.6305 -3.2157
C 4.0212 -1.3776 1.9557
C -3.7903 -0.8935 3.4297
C 5.3445 -0.4808 -0.0756
C -0.5739 -3.3488 -1.4107
C 4.5209 1.9608 -0.2189
C 2.0490 3.7607 -1.0683
C -2.9392 2.0702 -2.4568
C -2.3342 -1.0400 -0.5710
C 5.4562 0.9594 0.4773
C -1.8704 0.2521 2.2417
C -2.8464 0.3401 3.4297
C 5.1765 -1.6009 0.9573
C -3.1563 2.9550 1.0435
C 2.0149 2.3840 -0.3702
C 3.2184 2.2140 0.5576
C 1.0731 4.7134 -0.3638
C 3.4366 0.0420 4.0299
C -1.5404 4.9808 1.4318
C -1.0466 -1.0032 -1.3543
C -0.3644 4.3425 -0.7262
C 4.4650 -0.8892 3.3465
C -1.9963 3.5660 1.8295
C -5.3082 -0.6306 3.5439
C -1.4167 5.2421 -0.0702
C 0.6141 -3.3390 -0.4594
H 3.8650 1.0176 4.2671
H -2.3127 -1.7892 0.2207
H 1.2373 4.6273 0.7144
H -0.9302 0.7715 2.4451
H 5.4603 -4.1396 3.1251
H 1.5857 0.0205 6.6746
H -8.8464 -4.3313 1.7603
H -0.2088 -0.7362 -0.6963
H 3.0250 1.4433 -3.7414
H 7.4517 4.1761 -6.6276
H 3.0149 1.3707 1.2258
H -5.5207 0.4267 3.3758
H -1.1655 1.4687 -0.2825
H 6.1639 -4.1355 4.4818
H -2.3696 5.1563 -0.5980
H -4.5092 -4.0164 -3.0294
H 6.1056 -1.7484 1.5041
H -3.4262 1.2660 3.3635
H 2.3884 6.9384 -2.3850
H -5.6441 -4.7900 -2.3609
H -2.2649 0.3468 4.3534
H -6.0869 -6.3760 1.4565
H -5.3057 -3.0607 0.5054
H -0.1013 -3.1620 -5.8824
H 3.0608 -0.3877 4.9620
H -5.6800 -0.9425 4.5194
H -8.8845 -2.3606 3.9060
H 0.0406 1.3846 4.5604
H -5.8441 -1.1915 2.7794
H -0.4680 4.4604 -1.8108
H -0.5606 3.2974 -0.4893
H 4.2813 1.9645 -4.4337
H 8.7494 -2.9697 0.6993
H -8.2359 -7.3790 2.5313
H -0.0677 2.4757 5.6210
H 1.9930 1.5649 -1.0935
H -1.6397 -0.8109 2.1184
H -4.3084 0.3844 0.8287
H 2.6720 -1.1996 -2.6659
H -4.4046 6.3770 3.4275
H -7.2765 -8.5786 2.4085
H -1.4702 -3.6351 -0.8487
H 2.3968 -0.3162 -3.8698
H 0.6880 -1.9250 -5.4744
H -5.2615 -5.1054 1.6944
H -7.9346 -5.7532 -3.0380
H -4.3017 -0.9019 -4.1958
H -6.9748 -6.9358 -3.2111
H -1.8071 -5.6627 -6.6911
H 3.2907 3.1153 1.1767
H -1.1012 6.2878 -0.1986
H 4.2386 1.6132 -1.2142
H -0.8577 1.7424 8.8068
H 1.2840 5.7518 -0.6301
H -4.5392 0.2648 -3.2553
H -1.2090 2.5793 7.5851
H 4.6553 -1.7466 3.9887
H -3.4722 -1.5557 4.2400
H 5.2692 0.9877 1.5534
H 1.4311 -4.5682 -5.1359
H 6.9851 4.0613 1.1273
H -0.5296 5.1021 1.8411
H 6.7549 4.0041 -4.5492
H 5.2498 4.1865 -4.4796
H -2.1377 5.7520 1.9183
H 7.4689 3.4855 -0.1962
H -0.3323 0.3808 -4.9489
H 3.5046 -2.3345 2.0836
H -7.9234 -9.4810 -3.4589
H 1.7360 3.6702 -2.1136
H 7.4043 4.9312 -7.9410
H 3.1045 8.4270 -0.7496
H -4.0373 2.8167 1.6773
H 3.2954 -0.6825 1.5289
H 1.1599 -6.8864 -5.9679
H 3.7661 6.2849 -2.3415
H 8.4308 -2.6609 2.1606
H 1.1116 2.3357 0.2438
H 2.5723 0.2177 3.3863
H -4.1995 -3.9039 -0.1029
H -0.7026 -4.8774 -7.3964
H -4.6434 7.2082 2.1741
H 2.0989 9.4651 -0.2471
H -7.0842 -9.4947 -2.1788
H 5.4127 -0.3525 3.2633
H -0.0537 -0.5074 -3.7411
H -3.4653 3.5530 0.1852
H 3.2726 6.6299 1.6851
H -7.6386 -5.2667 1.9178
H 2.5879 -7.4049 -6.1101
H -7.7551 -3.3324 3.5935
H 4.9784 -2.5240 0.4032
H -1.1178 2.9089 1.8283
H -2.3084 3.6149 2.8778
H 3.7425 6.2687 0.2869
H -1.1055 -0.1810 -2.0747
H -3.1476 -1.3208 -1.2470
H 6.4897 1.2883 0.3273
H 0.6620 0.5577 7.7640
H 5.0189 2.9228 -0.3416
H 6.2771 -0.6908 -0.6110
H -0.3674 -4.1445 -2.1296
H 4.5546 -0.5430 -0.8287
H 2.2991 -4.6595 -3.8971
H -3.6229 -1.4319 2.4951
H 3.0720 4.1454 -1.0665

59
Properties=species:S:1:pos:R:3 method="wB97M-V/def2-TZVPD" e_above_lowest_kcal_mol=54.8 charge=-2 e_homo_ev=-1.8 gap_ev=5.1733
Cl 5.5567 -2.9466 -0.8087
Cl 6.3995 -0.9189 -3.0215
Cl 1.2447 0.5762 -3.5962
Cl 4.2415 0.8165 -4.4440
Cl 2.5482 -3.2231 -0.0202
S 1.3077 -0.2866 1.7309
Mg -0.0667 -1.4006 -1.0270
O -7.1395 -2.7445 -1.0004
O -4.1034 0.3772 3.3228
O -1.4542 -0.3019 -1.6868
O -3.9944 4.7276 0.3355
O -2.4535 5.6953 1.4763
O -7.6125 -1.2140 0.4500
O -0.8758 -3.1021 -0.7425
O -2.5314 -4.4339 -1.4171
O -2.0477 -0.0194 2.7904
O 0.1788 0.0860 0.5816
N -2.9114 4.7283 0.8871
N 2.6727 1.1796 -0.0452
N 3.8702 -0.0571 1.6059
N -6.7853 -1.9007 -0.1679
N -3.2655 -0.0954 2.5444
C 2.9999 -2.0962 -1.2795
C 3.7579 -0.3309 -3.2376
C -2.0972 3.5080 0.8250
C -5.4121 -1.7252 0.0798
C -2.5882 2.4007 0.1494
C -3.1238 -2.3774 -0.3808
C -0.0891 2.3644 1.3570
C 2.4286 -0.4577 -2.8432
C -5.0138 -0.8939 1.1185
C 6.2862 -0.1507 1.7237
C 2.7670 0.3718 0.9903
C -4.4394 -2.5775 -0.5602
C -2.6347 -1.1422 0.3445
C 5.0516 1.1678 -0.0416
C -3.6710 -0.7074 1.3460
C -2.1330 -3.3943 -0.9021
C -0.5805 1.2675 0.6776
C 1.9963 -1.3321 -1.8548
C -2.3392 0.0161 -0.6828
C -0.8605 3.5114 1.4373
C 3.8387 1.5628 -0.5662
C 5.0254 0.3426 1.0827
C 4.7286 -1.1075 -2.6099
C 4.3502 -2.0022 -1.6155
C -1.8325 1.2429 0.0637
H -4.7718 -3.4356 -1.1252
H 6.9104 -0.6533 0.9831
H 6.0434 -0.8506 2.5193
H -5.7466 -0.4461 1.7720
H -1.7236 -1.3977 0.8881
H -3.5692 2.4308 -0.3024
H 6.8584 0.6827 2.1369
H -0.5122 4.3886 1.9591
H 0.8802 2.3310 1.8295
H 5.9854 1.4639 -0.4998
H 3.7842 2.1974 -1.4447
H -3.3324 0.2861 -1.0850

Record order is preserved below.
Max |F|: 3.2 2.0 0.7 eV Å⁻¹